Entry 1:
91
Properties=species:S:1:pos:R:3 method="wB97M-V/def2-TZVPD" spin_multiplicity=1 homo_energy_ev=-10.376 e_above_lowest_kcal_mol=14.3 molar_mass_g_mol=905.93 orbital_gap_ev=6.67 lumo_energy_ev=-3.7 total_charge=+1
Pd -0.40 -0.05 0.62
O 1.01 0.16 2.38
S 0.74 1.59 2.77
O 0.59 1.84 4.17
O -0.34 2.10 1.93
C 2.16 2.38 2.12
C 2.96 3.18 2.91
C 4.06 3.81 2.35
C 4.35 3.62 1.00
C 3.53 2.82 0.22
C 2.42 2.18 0.75
P 1.38 1.18 -0.42
C 2.59 0.05 -1.14
C 3.63 -0.44 -0.35
C 4.47 -1.43 -0.84
C 4.27 -1.94 -2.12
C 3.24 -1.45 -2.91
C 2.40 -0.47 -2.42
C 1.05 2.48 -1.64
C 0.01 3.36 -1.33
C -0.29 4.41 -2.19
C 0.44 4.59 -3.35
C 1.49 3.73 -3.65
C 1.80 2.68 -2.80
H 2.71 3.30 3.96
H 4.69 4.44 2.95
H 5.20 4.11 0.56
H 3.77 2.69 -0.83
H 3.80 -0.03 0.64
H 5.28 -1.80 -0.23
H 4.92 -2.72 -2.50
H 3.09 -1.84 -3.91
H 1.59 -0.10 -3.04
H -0.54 3.23 -0.41
H -1.10 5.09 -1.94
H 0.21 5.41 -4.02
H 2.07 3.88 -4.55
H 2.62 2.02 -3.04
C 2.46 -2.61 2.29
N 1.59 -2.30 3.42
C 2.01 -2.12 4.72
C 0.91 -1.85 5.45
N -0.16 -1.87 4.59
C -1.55 -1.64 4.99
C 0.26 -2.11 3.34
Se -0.76 -2.35 1.78
H 3.47 -2.72 2.67
H 2.41 -1.80 1.57
H 2.13 -3.53 1.82
H 3.04 -2.22 5.00
H 0.80 -1.67 6.51
H -1.58 -1.65 6.08
H -2.18 -2.43 4.59
H -1.88 -0.68 4.62
C -0.38 -2.57 -3.32
C -1.46 -2.74 -2.25
C -1.05 -3.83 -1.26
Sb -1.95 -0.93 -1.20
C -3.95 -1.37 -0.55
C -4.73 -2.02 -1.69
C -4.05 -2.21 0.72
C -2.49 0.50 -2.70
C -3.06 1.72 -1.97
C -1.36 0.89 -3.65
H -0.15 -3.55 -3.75
H 0.55 -2.19 -2.88
H -0.68 -1.92 -4.13
H -2.40 -3.00 -2.73
H -0.10 -3.59 -0.79
H -0.93 -4.77 -1.80
H -1.78 -3.99 -0.47
H -4.34 -0.38 -0.34
H -4.41 -3.06 -1.85
H -4.65 -1.49 -2.64
H -5.79 -2.05 -1.42
H -3.74 -3.24 0.56
H -5.10 -2.24 1.05
H -3.46 -1.81 1.53
H -3.29 0.01 -3.27
H -2.31 2.17 -1.32
H -3.94 1.48 -1.37
H -3.36 2.48 -2.70
H -0.50 1.27 -3.11
H -1.71 1.69 -4.31
H -1.04 0.07 -4.28
C -3.35 0.88 2.77
O -2.95 0.88 1.40
H -4.11 1.64 2.96
H -2.49 1.07 3.42
H -3.77 -0.10 2.98
H -2.58 1.75 1.23

=====

Entry 2:
93
Properties=species:S:1:pos:R:3 method="wB97M-V/def2-TZVPD" spin_multiplicity=1 homo_energy_ev="-17.424 / -17.424" molar_mass_g_mol=857.14 orbital_gap_ev="4.22 / 4.22" lumo_energy_ev="-13.2 / -13.2" total_charge=+4
Pb -0.52 0.13 -0.80
C -2.62 -0.34 1.77
N -1.69 -1.03 2.66
C -2.11 -2.37 3.07
C -0.48 -0.51 2.92
N 0.14 0.24 1.95
C 0.77 1.36 2.27
C 0.32 2.10 3.46
C 0.83 3.29 3.83
C 1.87 3.85 3.06
C 2.36 3.20 1.93
C 3.47 3.80 1.32
C 4.12 3.18 0.24
C 3.66 1.97 -0.18
C 2.49 1.31 0.39
N 2.06 0.19 -0.22
C 2.98 -0.68 -0.77
N 2.65 -1.28 -1.91
C 1.82 -0.61 -2.92
C 3.02 -2.67 -2.23
N 4.15 -0.94 -0.17
C 4.37 -0.86 1.27
C 5.34 -1.36 -0.93
C 1.82 1.94 1.48
N 0.11 -0.77 4.09
C -0.65 -1.14 5.30
C 1.56 -0.69 4.32
H -3.61 -0.35 2.22
H -2.70 -0.87 0.81
H -2.32 0.69 1.60
H -2.34 -2.94 2.17
H -3.00 -2.33 3.69
H -1.32 -2.88 3.61
H -0.52 1.69 4.01
H 0.43 3.82 4.69
H 2.32 4.80 3.35
H 3.83 4.75 1.70
H 4.96 3.66 -0.25
H 4.14 1.51 -1.04
H 1.66 0.44 -2.66
H 0.86 -1.12 -3.05
H 2.34 -0.63 -3.88
H 3.46 -3.16 -1.36
H 3.72 -2.72 -3.07
H 2.11 -3.20 -2.51
H 3.42 -0.70 1.78
H 5.06 -0.05 1.52
H 4.80 -1.80 1.62
H 5.21 -1.17 -1.99
H 5.58 -2.42 -0.77
H 6.19 -0.77 -0.57
H -1.70 -0.88 5.20
H -0.23 -0.57 6.13
H -0.55 -2.20 5.54
H 2.08 -0.58 3.38
H 1.89 -1.61 4.80
H 1.80 0.14 4.98
S -1.89 0.38 -3.40
C -1.16 0.71 -4.91
N -2.00 0.88 -5.98
C -1.56 1.13 -7.23
C -0.22 1.23 -7.45
C 0.60 1.07 -6.34
N 0.16 0.82 -5.11
H -2.99 0.81 -5.81
H -2.31 1.24 -8.00
H 0.17 1.43 -8.44
H 1.67 1.16 -6.44
S -0.89 -2.59 -1.34
C -2.27 -3.58 -0.98
N -3.43 -3.37 -1.66
C -4.53 -4.15 -1.55
C -4.52 -5.23 -0.72
C -3.35 -5.50 0.00
C -2.24 -4.68 -0.13
H -3.43 -2.61 -2.33
H -5.38 -3.88 -2.16
H -5.39 -5.86 -0.64
H -3.31 -6.37 0.65
H -1.32 -4.90 0.40
C -3.02 3.94 1.06
C -4.16 3.15 0.36
C -3.46 2.38 -0.75
O -2.10 2.20 -0.26
C -1.76 3.47 0.33
H -2.97 3.70 2.12
H -3.15 5.01 0.97
H -4.93 3.81 -0.04
H -4.65 2.47 1.06
H -3.42 2.95 -1.68
H -3.87 1.39 -0.95
H -1.47 4.17 -0.46
H -0.90 3.31 0.99

=====

Entry 3:
96
Properties=species:S:1:pos:R:3 method="wB97M-V/def2-TZVPD" spin_multiplicity=1 homo_energy_ev=-4.395 e_above_lowest_kcal_mol=31.5 molar_mass_g_mol=783.63 orbital_gap_ev=6.83 lumo_energy_ev=2.4 total_charge=-1
Ag 0.28 0.22 0.31
O -0.33 -0.09 2.88
C -0.99 -1.26 3.34
C -1.45 -2.12 2.01
O -2.09 -3.14 2.23
O -1.07 -1.65 0.94
C -0.10 -2.21 4.07
C -0.63 -3.30 4.77
C 0.20 -4.23 5.36
C 1.57 -4.11 5.30
C 2.11 -3.03 4.62
C 1.29 -2.10 4.01
C -2.21 -0.83 4.14
C -3.33 -1.63 4.32
C -4.42 -1.18 5.05
C -4.42 0.09 5.61
C -3.32 0.90 5.41
C -2.23 0.44 4.69
H 0.49 0.03 3.36
H -1.69 -3.42 4.83
H -0.25 -5.08 5.87
H 2.22 -4.85 5.76
H 3.19 -2.91 4.57
H 1.76 -1.29 3.46
H -3.38 -2.60 3.83
H -5.27 -1.83 5.18
H -5.26 0.43 6.18
H -3.30 1.90 5.82
H -1.38 1.09 4.55
O -0.11 -0.05 -2.17
P 1.16 -0.42 -2.81
N 1.99 -1.67 -2.09
C 3.00 -2.45 -2.76
C 3.86 -2.99 -1.61
C 2.89 -3.03 -0.41
C 1.57 -2.46 -0.95
N 0.99 -0.98 -4.40
C 1.31 -0.19 -5.58
C 0.96 -1.16 -6.70
C -0.35 -1.78 -6.21
C -0.23 -1.74 -4.67
N 2.19 0.90 -3.02
C 3.63 0.87 -2.86
C 4.01 2.30 -3.23
C 2.89 3.13 -2.59
C 1.73 2.15 -2.41
H 3.56 -1.84 -3.47
H 2.54 -3.28 -3.32
H 4.68 -2.30 -1.40
H 4.28 -3.96 -1.85
H 3.26 -2.42 0.41
H 2.74 -4.05 -0.05
H 1.04 -1.83 -0.22
H 0.90 -3.26 -1.27
H 2.36 0.10 -5.56
H 0.69 0.72 -5.66
H 1.74 -1.93 -6.76
H 0.86 -0.67 -7.67
H -0.49 -2.80 -6.58
H -1.19 -1.18 -6.54
H -0.13 -2.74 -4.24
H -1.10 -1.26 -4.22
H 4.08 0.13 -3.53
H 3.92 0.64 -1.83
H 4.00 2.41 -4.32
H 5.00 2.57 -2.87
H 2.62 3.97 -3.23
H 3.20 3.52 -1.63
H 0.82 2.47 -2.92
H 1.50 2.01 -1.35
C -2.74 1.62 -0.58
N -3.80 2.63 -0.57
C -3.22 3.89 -1.01
N -2.11 4.33 -0.17
C -1.09 3.27 -0.19
N -1.62 1.99 0.27
C -2.13 2.17 1.63
N -3.16 3.20 1.69
C -4.25 2.80 0.80
C -2.60 4.44 1.20
H -2.38 1.50 -1.61
H -3.15 0.67 -0.23
H -4.00 4.67 -1.00
H -2.85 3.78 -2.04
H -0.26 3.57 0.44
H -0.74 3.16 -1.22
H -1.30 2.46 2.28
H -2.54 1.22 1.99
H -5.03 3.57 0.83
H -4.66 1.85 1.16
H -1.76 4.73 1.85
H -3.37 5.22 1.24
F 2.54 0.88 2.46
C 2.30 1.17 1.10
F 2.27 2.59 1.11
H 3.29 0.97 0.64